(1)
19
Properties=species:S:1:pos:R:3:nbo_charge:R:1 method="wB97M-V/def2-TZVPD" charge=+1 e_lumo_ev=-4.591 homo_lumo_gap_ev=9.536
N -1.505 0.134 1.494 -0.76
C -1.684 0.927 0.479 0.46
N -1.338 0.633 -0.788 -0.62
C 0.023 0.593 -1.380 -0.21
C 1.172 0.611 -0.394 -0.43
C 1.576 -0.756 0.136 -0.22
N 0.412 -1.491 0.613 -0.82
H -2.237 -0.231 2.110 0.45
H -0.677 -0.619 1.300 0.43
H -2.051 1.919 0.734 0.21
H -1.992 0.962 -1.442 0.42
H 0.116 -0.268 -1.994 0.21
H 0.147 1.517 -1.939 0.22
H 2.029 1.004 -0.947 0.25
H 0.991 1.261 0.461 0.21
H 2.069 -1.342 -0.587 0.20
H 2.223 -0.650 0.980 0.21
H 0.740 -2.175 1.267 0.39
H -0.014 -2.029 -0.103 0.38

---

(2)
19
Properties=species:S:1:pos:R:3:nbo_charge:R:1 method="wB97M-V/def2-TZVPD" charge=+1 e_lumo_ev=-3.256 homo_lumo_gap_ev=10.295
N 0.366 2.093 -1.990 -0.89
C 1.009 1.340 -0.997 0.35
N 0.645 0.206 -0.550 -0.52
C -0.804 -0.185 -0.638 -0.27
C -0.934 -1.512 0.097 -0.45
C -0.770 -1.370 1.577 -0.20
N 0.488 -0.608 2.123 -0.73
H 0.958 2.052 -2.829 0.40
H 0.384 3.107 -1.837 0.39
H 2.054 1.756 -0.802 0.17
H -1.423 0.577 -0.108 0.21
H -1.223 -0.236 -1.707 0.25
H -1.930 -1.932 -0.087 0.26
H -0.264 -2.300 -0.268 0.23
H -0.712 -2.356 2.029 0.22
H -1.586 -0.816 2.073 0.22
H 0.747 -0.006 1.316 0.47
H 1.151 -1.440 2.216 0.45
H 0.314 -0.091 2.996 0.45

---

(3)
20
Properties=species:S:1:pos:R:3:nbo_charge:R:1 method="wB97M-V/def2-TZVPD" e_lumo_ev=0.666 homo_lumo_gap_ev=8.616
C 2.031 -1.009 -0.315 -0.46
C 0.720 1.504 -0.200 0.21
C -0.950 -0.318 -0.807 -0.26
C -2.224 -0.434 0.163 -0.27
H 2.970 -0.634 -1.121 0.21
H 2.430 -1.980 0.061 0.21
H 0.976 -1.273 -0.913 0.21
H 2.498 -0.224 1.614 0.39
H 0.757 2.525 -0.213 0.18
H -0.540 1.710 -1.621 0.40
H -0.083 -0.985 -0.294 0.21
H -1.167 -0.901 -1.797 0.21
H -3.017 0.244 -0.085 0.20
H -2.655 -1.508 0.243 0.17
H -2.490 1.235 1.741 0.28
H -0.146 0.235 1.240 0.39
N 1.643 -0.286 0.957 -0.50
N 1.540 1.097 0.711 -0.34
N -0.554 1.031 -0.737 -0.64
N -1.738 -0.030 1.374 -0.80

---

(4)
20
Properties=species:S:1:pos:R:3:nbo_charge:R:1 method="wB97M-V/def2-TZVPD" smiles="N=C(N)N.C=CCN" e_lumo_ev=0.875 homo_lumo_gap_ev=9.141
N 0.561 1.775 -2.056 -0.85
C 0.877 2.295 -0.927 0.63
N 0.683 3.713 -0.761 -0.86
N 1.232 1.506 0.222 -0.84
H 0.967 2.262 -2.830 0.36
H 0.114 4.105 -1.523 0.40
H 0.314 3.956 0.156 0.37
H 1.259 1.976 1.104 0.37
H 0.885 0.550 0.286 0.42
C -1.218 -0.304 1.064 -0.41
C -0.543 -1.442 1.115 -0.18
C -0.896 -2.611 0.252 -0.27
N 0.335 -3.334 -0.107 -0.82
H -0.899 0.594 1.632 0.20
H -1.950 -0.125 0.242 0.21
H 0.274 -1.585 1.832 0.20
H -1.630 -3.199 0.831 0.18
H -1.313 -2.220 -0.685 0.21
H 0.135 -4.212 -0.581 0.36
H 0.813 -3.703 0.736 0.34

---

(5)
20
Properties=species:S:1:pos:R:3:nbo_charge:R:1 method="wB97M-V/def2-TZVPD" e_lumo_ev=0.859 homo_lumo_gap_ev=8.991
H 2.099 2.401 0.944 0.42
N 1.233 1.981 0.625 -0.89
C 1.122 0.872 0.025 0.57
C 1.209 0.694 -1.460 -0.72
N 0.885 -0.300 0.798 -0.46
N 1.470 -1.576 0.532 -0.65
H 2.109 0.137 -1.730 0.23
H 0.350 0.148 -1.843 0.25
H 1.247 1.672 -1.933 0.24
H 0.901 -0.090 1.791 0.39
H 0.857 -2.003 -0.166 0.38
H 2.360 -1.507 0.044 0.34
H -1.871 -1.357 -1.358 0.38
N -1.101 -1.452 -0.698 -0.84
C -1.292 -0.919 0.431 0.26
C -2.322 0.527 0.606 -0.71
H -1.437 -1.458 1.362 0.17
H -2.324 1.265 -0.194 0.22
H -3.302 0.045 0.611 0.21
H -2.193 0.922 1.614 0.21

---

(6)
20
Properties=species:S:1:pos:R:3:nbo_charge:R:1 method="wB97M-V/def2-TZVPD" e_lumo_ev=0.891 homo_lumo_gap_ev=8.504
C 1.912 -0.975 1.088 -0.44
N 1.059 0.191 0.939 -0.56
C 0.515 0.687 -0.881 0.18
N 1.446 0.532 -1.792 -0.80
H 1.542 1.065 1.145 0.39
H 1.739 -0.447 -1.845 0.31
H 0.160 1.722 -0.746 0.16
H 2.624 -1.062 0.261 0.20
H 1.328 -1.899 1.091 0.21
H 2.465 -0.935 2.028 0.19
C -1.922 -0.044 -1.272 -0.63
N -1.372 0.754 1.446 -0.66
C -0.623 -0.327 -0.539 -0.15
N -0.649 -0.260 0.938 -0.03
H -2.035 1.335 0.942 0.38
H -1.181 0.919 2.427 0.39
H -0.277 -1.330 -0.797 0.20
H -2.733 -0.683 -0.914 0.22
H -1.763 -0.242 -2.335 0.24
H -2.236 1.001 -1.184 0.20

---

These records have relative energy (zero: lowest compared OMol25 entry of this formula, charge and spin) values of 239.5; 210.4; 1024.0; 180.3; 496.1; 519.7 kJ/mol, in the order they appear.
These records have highest occupied orbital energy values of -14.13; -13.55; -7.95; -8.27; -8.13; -7.61 eV, in the order they appear.